9
Properties=species:S:1:pos:R:3 method="wB97M-V/def2-TZVPD" total_charge=0 homo_energy_ev="-7.29 / -7.29" e_above_lowest_kj_mol=152.44 e_tot_ev=-8067.30068 multiplicity=1 gap_ev="8.093 / 8.094"
N 1.49 -0.72 0.34
N 1.82 0.32 -0.07
N -1.76 -0.61 0.12
N -0.87 0.24 0.55
O -0.44 1.12 -0.24
H 1.07 1.14 0.08
H 2.74 0.49 -0.61
H -1.82 -1.43 0.71
H -2.23 -0.56 -0.88


9
Properties=species:S:1:pos:R:3 method="wB97M-V/def2-TZVPD" total_charge=0 smiles="C=CI.O" homo_energy_ev=-9.29 e_above_lowest_kj_mol=97.17 e_tot_ev=-12301.86594 multiplicity=1 gap_ev=9.671
C -0.98 1.70 -0.38
C -1.44 0.50 -0.67
I -3.42 -0.10 0.06
H -1.50 2.42 0.31
H -0.18 1.99 -0.98
H -0.89 -0.06 -1.41
O 0.80 -1.75 0.18
H 0.01 -1.71 0.74
H 1.51 -2.33 0.51


59
Properties=species:S:1:pos:R:3 method="wB97M-V/def2-TZVPD" total_charge=-2 homo_energy_ev="0.53 / -2.38" e_above_lowest_kj_mol=41.44 e_tot_ev=-162527.44103 multiplicity=3 gap_ev="3.259 / 6.164" s_squared=2.0164
Ti -0.92 -0.20 0.46
C -1.03 2.40 2.46
N -1.17 0.95 2.63
C -0.23 0.49 3.64
C -2.54 0.58 2.95
C -3.52 0.84 1.78
N -2.79 0.97 0.54
C -3.40 1.40 -0.57
C -2.58 1.88 -1.63
F -1.26 1.99 -1.40
C -3.08 2.31 -2.83
F -2.22 2.76 -3.77
C -4.45 2.34 -3.10
C -5.26 1.92 -2.07
F -6.60 1.92 -2.25
C -4.78 1.49 -0.85
F -5.70 1.10 0.07
H -1.26 2.92 3.41
H -1.71 2.74 1.68
H -0.01 2.62 2.16
H -0.40 1.01 4.60
H 0.79 0.68 3.30
H -0.35 -0.58 3.79
H -2.88 1.12 3.85
H -2.54 -0.48 3.18
H -4.09 1.76 1.98
H -4.23 0.01 1.77
H -4.84 2.64 -4.06
O 3.04 0.76 0.81
C 1.94 0.19 0.78
O 0.82 0.76 0.37
C 1.71 -1.18 1.26
C 2.65 -2.16 1.62
C 2.23 -3.39 2.05
C 0.81 -3.68 2.15
C -0.06 -2.70 1.77
N 0.37 -1.50 1.33
C -1.60 -2.79 1.71
O -2.20 -3.74 2.19
O -2.11 -1.76 1.13
H 3.70 -1.92 1.53
H 2.95 -4.16 2.30
H 0.43 -4.64 2.48
Cl 0.26 -2.43 -1.77
C -0.98 -1.02 -1.61
H -1.93 -1.49 -1.89
H -0.68 -0.37 -2.43
Br 4.34 1.25 -5.84
C 4.82 0.39 -4.22
C 6.07 -0.23 -4.19
C 6.48 -0.89 -3.04
C 5.64 -0.92 -1.93
C 4.41 -0.30 -1.96
C 3.98 0.36 -3.12
I 2.11 1.24 -3.02
H 6.70 -0.19 -5.06
H 7.45 -1.37 -3.02
H 5.95 -1.43 -1.02
H 3.77 -0.30 -1.08